{
  "formula": "C24H68O10",
  "method": "ωB97M-V with the def2-TZVPD basis set",
  "gap_ev": 10.178,
  "total_charge": 0,
  "smiles": "CC(C)O.CC(C)O.CC(C)O.CC(C)O.CCO.CCO.CCO.CCO.CCO.CCO",
  "homo_energy_ev": -9.96,
  "symbols": ["C", "C", "C", "O", "H", "H", "H", "H", "H", "H", "H", "H", "C", "C", "C", "O", "H", "H", "H", "H", "H", "H", "H", "H", "C", "C", "C", "O", "H", "H", "H", "H", "H", "H", "H", "H", "C", "C", "C", "O", "H", "H", "H", "H", "H", "H", "H", "H", "C", "C", "O", "H", "H", "H", "H", "H", "H", "C", "C", "O", "H", "H", "H", "H", "H", "H", "C", "C", "O", "H", "H", "H", "H", "H", "H", "C", "C", "O", "H", "H", "H", "H", "H", "H", "C", "C", "O", "H", "H", "H", "H", "H", "H", "C", "C", "O", "H", "H", "H", "H", "H", "H"],
  "coordinates": [[2.098, 1.107, -4.085], [2.940, 1.933, -3.159], [2.386, 3.333, -3.098], [2.838, 1.314, -1.921], [1.064, 1.045, -3.745], [2.489, 0.094, -4.175], [1.997, 1.564, -5.069], [3.982, 1.990, -3.474], [2.195, 3.650, -4.123], [3.032, 3.999, -2.526], [1.409, 3.219, -2.627], [3.486, 1.693, -1.322], [-4.068, -0.360, 2.752], [-2.978, 0.203, 3.595], [-2.293, 1.409, 2.973], [-3.586, 0.655, 4.821], [-4.885, 0.316, 2.503], [-4.467, -1.119, 3.425], [-3.684, -0.875, 1.871], [-2.277, -0.607, 3.797], [-2.988, 2.248, 2.937], [-1.909, 1.180, 1.979], [-1.378, 1.772, 3.440], [-3.806, -0.085, 5.392], [0.565, -4.768, -1.144], [1.382, -4.632, -2.439], [2.545, -3.663, -2.225], [1.863, -5.924, -2.826], [0.296, -3.800, -0.721], [1.205, -5.258, -0.410], [-0.345, -5.365, -1.206], [0.808, -4.203, -3.260], [3.301, -4.138, -1.601], [2.231, -2.783, -1.664], [2.984, -3.296, -3.153], [2.504, -5.885, -3.538], [-2.228, 4.364, -0.616], [-2.085, 3.840, -2.073], [-3.392, 4.140, -2.825], [-1.045, 4.456, -2.712], [-3.043, 3.920, -0.044], [-2.418, 5.437, -0.572], [-1.335, 4.196, -0.014], [-1.886, 2.768, -2.106], [-4.151, 3.456, -2.444], [-3.428, 3.989, -3.904], [-3.777, 5.146, -2.661], [-1.400, 5.280, -3.052], [-1.195, -0.577, 0.164], [-0.028, 0.204, -0.462], [1.134, -0.570, -0.403], [-2.076, 0.062, 0.229], [-0.977, -0.828, 1.202], [-1.509, -1.465, -0.385], [0.193, 1.130, 0.070], [-0.304, 0.454, -1.487], [1.827, -0.030, -0.789], [5.654, -1.542, -1.761], [5.636, -0.652, -0.490], [6.370, -1.322, 0.523], [5.337, -2.569, -1.582], [6.685, -1.623, -2.104], [5.042, -1.007, -2.488], [4.589, -0.414, -0.303], [6.012, 0.334, -0.763], [5.793, -1.985, 0.911], [2.849, 3.491, 1.068], [4.159, 3.899, 0.391], [4.563, 2.771, -0.369], [2.025, 3.366, 0.366], [2.465, 4.259, 1.739], [2.884, 2.599, 1.695], [4.857, 4.077, 1.209], [4.035, 4.833, -0.157], [5.510, 2.857, -0.498], [1.405, -1.230, 4.192], [0.091, -1.357, 5.035], [0.320, -1.929, 6.338], [1.181, -0.794, 3.218], [1.804, -2.205, 3.915], [2.168, -0.596, 4.644], [-0.579, -2.056, 4.535], [-0.350, -0.364, 4.948], [-0.523, -2.362, 6.488], [-5.827, 1.096, -1.925], [-4.932, 0.011, -1.283], [-5.135, -1.206, -1.901], [-5.538, 2.027, -1.438], [-6.869, 0.811, -1.779], [-5.681, 1.198, -3.001], [-5.145, -0.138, -0.225], [-3.880, 0.270, -1.399], [-4.825, -1.894, -1.307], [-1.720, -4.377, 1.657], [-2.242, -3.764, 2.948], [-3.628, -3.804, 3.071], [-1.912, -3.737, 0.796], [-2.175, -5.351, 1.474], [-0.637, -4.477, 1.721], [-1.944, -2.718, 3.032], [-1.865, -4.291, 3.824], [-3.841, -3.470, 3.945]],
  "forces_ev_per_a": [[-0.24, -0.34, -0.84], [-0.34, 0.49, -0.65], [-0.46, -0.31, -0.07], [-0.02, -1.09, 1.23], [0.02, -0.03, 0.45], [-0.03, -0.01, -0.09], [0.39, -0.08, -0.16], [0.24, -0.31, -0.23], [0.25, 0.56, 0.11], [-0.14, 0.18, -0.16], [-0.07, 0.44, 0.17], [0.24, 0.36, 0.32], [-0.41, -1.02, 0.02], [0.09, 1.16, 0.38], [0.56, 0.09, -0.26], [0.53, 0.35, 0.09], [0.27, 0.24, -0.01], [-0.54, -0.34, -0.43], [-0.07, 0.07, -0.12], [0.27, 0.08, 0.07], [-0.07, -0.05, -0.15], [-0.55, -0.06, -0.20], [-0.17, -0.18, 0.78], [0.01, -0.15, -0.11], [0.38, -0.26, -0.13], [0.42, 0.56, -0.01], [-0.02, 0.08, 0.56], [-0.47, -0.31, 0.49], [0.06, 0.15, -0.27], [0.08, -0.07, 0.09], [0.06, -0.05, -0.39], [-0.54, -0.15, 0.01], [0.19, -0.14, -0.13], [-0.24, 0.12, -0.08], [0.09, -0.25, -0.09], [-0.04, 0.40, -0.03], [0.12, -0.38, 0.17], [-2.09, 0.31, 0.78], [-0.82, -0.77, 0.34], [1.69, 0.85, -0.81], [-0.18, -0.31, -0.26], [0.05, 0.13, -0.41], [0.23, -0.12, -0.23], [-0.02, -0.10, 0.23], [-0.21, 0.10, 0.10], [0.71, -0.18, -0.06], [0.24, 0.20, 0.27], [0.32, 0.23, -0.12], [0.05, 0.75, 0.25], [-0.81, -0.43, 0.32], [0.28, -0.73, 0.00], [-0.06, 0.14, -0.22], [0.22, -0.30, 0.00], [0.41, -0.06, -0.12], [-0.54, 0.32, 0.16], [0.10, 0.11, -0.27], [0.41, 0.10, -0.38], [0.47, 1.00, 0.49], [-0.46, -1.30, -1.66], [-0.16, 0.99, 0.34], [-0.46, 0.20, 0.09], [0.01, 0.14, -0.21], [-0.06, -0.46, -0.39], [-0.20, -0.39, 0.88], [0.86, -0.14, 0.44], [-0.04, -0.03, 0.02], [-0.87, 0.61, 0.09], [-1.24, -0.66, 1.72], [0.66, 0.47, -0.28], [0.17, -0.22, -0.36], [0.31, 0.36, 0.04], [0.53, -0.17, -0.28], [0.39, 0.07, -0.16], [0.06, -0.18, -0.45], [0.13, -0.24, -0.23], [-0.79, -0.57, 0.07], [1.62, -0.41, -1.28], [-0.37, 0.89, -0.79], [-0.32, 0.30, 0.01], [0.23, -0.09, 0.47], [-0.10, -0.19, 0.27], [0.00, 0.14, -0.40], [-0.33, 0.14, 1.05], [0.16, -0.18, 0.65], [0.61, -0.86, 0.62], [-0.05, 1.06, -0.16], [-0.46, -1.52, -0.93], [-0.52, 0.18, -0.04], [-0.04, 0.35, 0.21], [0.30, -0.15, 0.04], [-0.08, 0.66, 0.27], [0.23, 0.42, 0.17], [-0.01, -0.16, -0.14], [-0.25, 0.27, 0.21], [0.77, 0.05, 0.33], [-1.41, -0.21, -0.51], [-0.19, 0.03, 0.02], [0.08, -0.02, 0.06], [0.00, -0.13, 0.06], [0.47, 0.15, -0.17], [0.69, -0.16, -0.04], [-0.19, -0.04, -0.04]]
}